Record 1
Here is a cluster of 9 separate species, C34H94N8O9 in total from the Open Molecules 2025 dataset. Energies are from the ωB97M-V functional and the def2-TZVPD basis.

Output
* frontier orbital gap: 0.3370 Eh
* E: -2466.80517 Ha
* LUMO energy: 0.630 eV
* net charge: 0
* energy above the lowest of the compared OMol25 structures with the same formula, charge and spin: 258.36 kJ/mol
* SMILES: COC[C@H](C)N.COC[C@H](C)N.COC[C@H](C)N.COC[C@H](C)N.COC[C@H](C)N.COC[C@H](C)N.COC[C@H](C)N.COC[C@H](C)N.CCO

CARTESIAN COORDINATES (ANGSTROEM)
C  0.86  0.00  -0.59
C  -0.09  1.14  -0.47
O  -0.58  1.26  0.88
H  1.08  -0.24  -1.62
H  0.42  -0.92  -0.14
H  1.81  0.24  -0.17
H  -0.91  1.04  -1.21
H  0.46  2.04  -0.71
H  -1.37  0.70  0.91
C  5.43  4.22  -1.14
C  4.60  2.99  -1.02
C  5.19  2.11  0.11
O  4.42  0.96  0.36
C  4.95  0.37  1.53
N  3.23  3.26  -0.83
H  6.48  4.03  -1.37
H  5.34  4.77  -0.17
H  4.98  4.74  -2.01
H  4.70  2.44  -1.94
H  5.14  2.75  1.02
H  6.23  1.83  -0.12
H  4.45  -0.57  1.63
H  4.71  1.05  2.42
H  6.06  0.24  1.43
H  3.09  3.83  -0.04
H  2.68  2.40  -0.68
C  1.28  -0.91  -8.00
C  0.96  -1.94  -6.94
C  -0.09  -1.20  -6.09
O  -0.40  -2.12  -4.99
C  -1.18  -1.44  -4.06
N  0.52  -3.20  -7.51
H  2.10  -1.26  -8.66
H  1.64  0.00  -7.48
H  0.40  -0.70  -8.63
H  1.84  -2.08  -6.30
H  -1.00  -0.95  -6.66
H  0.29  -0.27  -5.66
H  -1.37  -2.17  -3.24
H  -2.08  -1.12  -4.53
H  -0.77  -0.51  -3.63
H  -0.40  -3.12  -7.96
H  0.44  -3.91  -6.79
C  4.79  -3.87  1.52
C  3.38  -4.36  1.87
C  2.46  -3.25  2.10
O  3.00  -2.25  3.02
C  1.96  -1.53  3.65
N  2.69  -5.17  0.86
H  5.44  -4.78  1.45
H  5.22  -3.29  2.32
H  4.86  -3.29  0.60
H  3.45  -4.94  2.81
H  1.57  -3.61  2.59
H  2.19  -2.79  1.16
H  1.17  -1.42  2.93
H  2.44  -0.59  3.95
H  1.59  -2.04  4.54
H  3.03  -6.11  0.72
H  2.72  -4.71  -0.04
C  4.31  0.34  -4.73
C  4.24  -0.49  -3.43
C  3.23  -1.58  -3.65
O  3.17  -2.36  -2.53
C  2.02  -3.21  -2.54
N  5.61  -1.07  -3.09
H  4.96  -0.22  -5.43
H  4.76  1.30  -4.48
H  3.32  0.41  -5.11
H  3.86  0.14  -2.62
H  3.32  -2.22  -4.58
H  2.23  -1.07  -3.80
H  1.86  -3.59  -1.53
H  2.05  -3.95  -3.32
H  1.24  -2.51  -2.76
H  5.81  -1.81  -3.82
H  5.52  -1.76  -2.36
C  -1.22  -2.74  2.14
C  -2.59  -3.15  2.60
C  -2.34  -3.77  3.97
O  -3.55  -4.12  4.61
C  -4.09  -5.34  4.18
N  -3.57  -2.09  2.63
H  -0.59  -2.29  2.90
H  -1.25  -2.15  1.22
H  -0.69  -3.69  1.90
H  -3.05  -3.96  2.03
H  -1.83  -2.98  4.60
H  -1.68  -4.65  3.80
H  -4.98  -5.63  4.76
H  -3.31  -6.08  4.19
H  -4.47  -5.27  3.14
H  -4.38  -2.41  3.12
H  -3.25  -1.35  3.29
C  0.84  5.64  2.59
C  0.21  4.37  1.99
C  -0.34  4.60  0.60
O  -1.37  5.52  0.72
C  -2.09  5.70  -0.53
N  1.22  3.33  1.76
H  1.07  5.58  3.65
H  0.22  6.61  2.43
H  1.73  5.92  2.03
H  -0.51  4.04  2.73
H  -0.60  3.67  0.07
H  0.45  5.05  -0.05
H  -1.43  5.79  -1.45
H  -2.77  6.57  -0.47
H  -2.73  4.84  -0.76
H  0.76  2.40  1.70
H  1.82  3.17  2.56
C  -3.30  -1.06  -1.23
C  -3.85  0.25  -0.69
C  -5.37  0.34  -0.67
O  -5.69  1.59  -0.12
C  -7.02  1.92  -0.24
N  -3.30  0.43  0.69
H  -3.60  -1.84  -0.59
H  -2.19  -0.96  -1.26
H  -3.58  -1.26  -2.28
H  -3.48  1.11  -1.26
H  -5.81  -0.43  -0.09
H  -5.70  0.25  -1.73
H  -7.19  2.94  0.12
H  -7.64  1.23  0.35
H  -7.37  1.97  -1.29
H  -3.87  1.17  1.14
H  -3.68  -0.39  1.19
C  -5.17  2.04  5.30
C  -4.33  1.05  4.44
C  -3.32  1.77  3.60
O  -4.00  2.50  2.63
C  -3.20  3.61  2.06
N  -3.43  0.09  5.12
H  -5.58  2.81  4.64
H  -4.60  2.56  6.05
H  -5.91  1.43  5.86
H  -5.02  0.50  3.83
H  -2.72  0.99  3.14
H  -2.64  2.40  4.22
H  -3.92  4.33  1.67
H  -2.53  3.22  1.26
H  -2.76  4.16  2.92
H  -3.99  -0.53  5.66
H  -2.85  0.60  5.77

Mulliken atomic charge list, values in e, 6 entries: number 1, C, carries -0.101; number 2, C, carries 0.113; number 3, O, carries -0.172; number 4, H, carries -0.092; number 5, H, carries -0.322; number 6, H, carries 0.229

---

Record 2
Here is a structure of composition C25H22Cl8FeN2OSSi from the Open Molecules 2025 dataset. Energies are from the ωB97M-V functional and the def2-TZVPD basis.

Output
* frontier orbital gap (alpha / beta): 0.2011 / 0.1470 Eh
* E: -6783.23926 Ha
* LUMO energy (alpha / beta): -4.257 / -7.175 eV
* net charge: +1
* <S²>: 8.831
* spin multiplicity: 6
* energy above the lowest of the compared OMol25 structures with the same formula, charge and spin: 168.32 kJ/mol

CARTESIAN COORDINATES (ANGSTROEM)
Fe  -0.04  0.37  -0.09
Cl  0.56  2.22  0.93
C  0.78  -0.07  -1.85
C  0.13  -1.14  -1.31
C  -0.11  -2.30  -2.02
Cl  -1.15  -3.57  -1.43
C  0.43  -2.39  -3.30
Cl  0.27  -3.85  -4.21
C  1.13  -1.30  -3.86
Cl  1.77  -1.44  -5.46
C  1.28  -0.12  -3.13
Cl  2.09  1.24  -3.83
Cl  -0.26  6.80  -3.58
C  -1.49  5.60  -3.44
C  -2.81  5.98  -3.29
C  -3.78  5.00  -3.19
C  -3.47  3.64  -3.23
C  -4.64  2.68  -3.06
C  -4.97  2.41  -1.58
N  -4.02  1.48  -1.01
C  -4.19  0.11  -1.01
C  -3.02  -0.42  -0.58
N  -2.14  0.60  -0.31
C  -2.77  1.73  -0.58
O  -4.32  1.47  -3.70
C  -5.27  0.59  -4.24
C  -4.34  -0.52  -4.66
C  -3.29  -0.29  -5.60
Cl  -3.17  1.03  -6.60
S  -2.10  -1.53  -5.62
C  -2.99  -2.39  -4.45
C  -4.16  -1.73  -4.04
C  -2.12  3.29  -3.39
Cl  -1.52  1.65  -3.44
C  -1.14  4.26  -3.49
H  -3.08  7.03  -3.26
H  -4.81  5.29  -3.08
H  -5.52  3.15  -3.52
H  -5.96  1.98  -1.48
H  -4.97  3.35  -1.02
H  -5.13  -0.34  -1.27
H  -2.75  -1.45  -0.44
H  -2.35  2.71  -0.47
H  -5.82  1.02  -5.08
H  -5.98  0.22  -3.50
H  -2.61  -3.32  -4.07
H  -4.81  -2.14  -3.28
H  -0.10  3.97  -3.60
C  1.37  -2.92  1.16
Si  0.49  -1.34  1.63
C  -1.23  -1.65  2.31
C  1.54  -0.40  2.85
H  1.60  -3.49  2.06
H  2.31  -2.69  0.66
H  0.77  -3.54  0.50
H  -1.13  -2.09  3.31
H  -1.79  -2.35  1.69
H  -1.80  -0.73  2.41
H  1.78  -1.07  3.68
H  1.02  0.48  3.24
H  2.48  -0.07  2.40

Mulliken atomic charge list, values in e, 6 entries: number 1, Fe, carries -0.304; number 2, Cl, carries -0.453; number 3, C, carries -0.464; number 4, C, carries -0.019; number 5, C, carries 0.642; number 6, Cl, carries -0.098

---

Record 3
Here is a cluster of 10 separate species, C35H45BrN9O4PS2 in total from the Open Molecules 2025 dataset. Energies are from the ωB97M-V functional and the def2-TZVPD basis.

Output
* frontier orbital gap: 0.2520 Eh
* E: -5866.12005 Ha
* LUMO energy: -1.572 eV
* net charge: 0
* SMILES: CCSCc1c(Br)cc2c(c1CCCC(=O)O)C(=O)C([PH2]=S)=CC2=O.CC#N.CC#N.CC#N.CC#N.CC#N.CC#N.CC#N.CC#N.CC#N

CARTESIAN COORDINATES (ANGSTROEM)
C  1.03  2.84  1.13
C  1.80  2.56  -0.15
S  2.98  1.24  0.14
C  3.90  1.01  -1.45
C  3.09  1.45  -2.63
C  3.16  2.78  -3.06
Br  4.33  4.03  -2.23
C  2.41  3.26  -4.13
C  1.56  2.38  -4.78
C  1.46  1.04  -4.39
C  2.24  0.54  -3.32
C  2.20  -0.91  -2.91
C  1.12  -1.26  -1.88
C  1.43  -2.68  -1.34
C  2.38  -2.60  -0.18
O  3.55  -2.41  -0.32
O  1.86  -2.78  1.06
C  0.50  0.19  -5.14
O  0.20  -0.94  -4.83
C  -0.17  0.74  -6.34
P  -1.16  -0.44  -7.27
S  -0.03  -1.51  -8.43
C  -0.07  2.02  -6.70
C  0.79  2.94  -5.93
O  0.88  4.10  -6.24
H  0.45  3.75  1.02
H  0.35  2.02  1.34
H  1.75  2.97  1.94
H  1.08  2.31  -0.93
H  2.27  3.49  -0.47
H  4.12  -0.05  -1.47
H  4.83  1.55  -1.37
H  2.50  4.29  -4.43
H  3.17  -1.20  -2.52
H  2.06  -1.52  -3.80
H  1.08  -0.55  -1.07
H  0.17  -1.34  -2.39
H  1.97  -3.20  -2.13
H  0.54  -3.25  -1.14
H  1.18  -3.46  0.98
H  -1.89  -1.17  -6.32
H  -2.12  0.35  -7.93
H  -0.60  2.41  -7.55
C  -0.05  3.39  5.06
C  0.25  4.50  4.17
N  0.47  5.38  3.47
H  -0.10  2.45  4.51
H  0.72  3.29  5.83
H  -1.01  3.53  5.56
C  -2.32  -4.45  1.10
C  -1.87  -3.35  0.27
N  -1.54  -2.47  -0.40
H  -2.34  -5.38  0.54
H  -1.67  -4.59  1.96
H  -3.33  -4.27  1.47
C  -3.14  2.70  1.25
C  -2.33  1.61  0.73
N  -1.65  0.77  0.35
H  -4.02  2.32  1.77
H  -2.57  3.31  1.94
H  -3.49  3.34  0.44
C  -1.72  2.39  8.99
C  -2.36  2.42  7.69
N  -2.85  2.43  6.65
H  -2.10  1.57  9.60
H  -0.65  2.27  8.92
H  -1.91  3.32  9.54
C  -4.98  -3.06  -2.02
C  -5.40  -4.25  -1.30
N  -5.72  -5.18  -0.71
H  -5.74  -2.28  -1.95
H  -4.06  -2.66  -1.61
H  -4.82  -3.27  -3.07
C  5.12  -4.46  -2.52
C  4.42  -4.60  -3.79
N  3.87  -4.70  -4.79
H  4.75  -5.19  -1.80
H  6.19  -4.61  -2.64
H  4.96  -3.47  -2.10
C  0.65  -4.74  -5.93
C  -0.70  -5.12  -5.55
N  -1.77  -5.40  -5.25
H  0.86  -5.01  -6.96
H  0.80  -3.67  -5.82
H  1.39  -5.24  -5.30
C  2.64  0.07  9.08
C  1.59  0.84  9.72
N  0.76  1.45  10.23
H  3.38  0.73  8.63
H  3.14  -0.57  9.80
H  2.23  -0.56  8.29
C  -6.15  3.91  6.39
C  -5.85  3.96  4.97
N  -5.61  4.00  3.85
H  -6.32  2.88  6.71
H  -5.32  4.31  6.97
H  -7.04  4.49  6.62

Mulliken atomic charge list, values in e, 6 entries: number 1, C, carries -1.544; number 2, C, carries -0.024; number 3, S, carries -0.242; number 4, C, carries -1.171; number 5, C, carries -0.055; number 6, C, carries 0.535

---

Record 4
Here is the molecule C5H8N2S from the Open Molecules 2025 dataset. Energies are from the ωB97M-V functional and the def2-TZVPD basis.

Output
* frontier orbital gap: 0.3695 Eh
* E: -702.83487 Ha
* LUMO energy: 0.612 eV
* net charge: 0
* energy above the lowest of the compared OMol25 structures with the same formula, charge and spin: 512.36 kJ/mol
* SMILES: C#C[C@H](C)/N=C/NS

CARTESIAN COORDINATES (ANGSTROEM)
C  1.60  -1.94  0.98
C  0.67  -0.73  1.36
C  -1.23  -0.18  -0.03
C  1.54  0.34  2.05
C  2.17  0.99  2.91
H  1.08  -2.83  0.47
H  2.03  -2.34  1.91
H  2.15  -1.45  0.23
H  -0.02  -1.00  2.01
H  -1.73  -0.87  0.75
H  -2.63  1.12  -0.69
H  -0.17  1.67  -2.57
H  2.78  1.66  3.38
N  0.03  -0.04  0.24
N  -1.83  0.34  -1.17
S  -1.21  0.69  -2.66

Mulliken atomic charge list, values in e, 6 entries: number 1, C, carries -1.184; number 2, C, carries 0.129; number 3, C, carries -0.059; number 4, C, carries -0.704; number 5, C, carries -0.099; number 6, H, carries 0.283

---

Record 5
Here is the molecule C3H10N2O2Si from the Open Molecules 2025 dataset. Energies are from the ωB97M-V functional and the def2-TZVPD basis.

Output
* frontier orbital gap: 0.3777 Eh
* E: -669.71857 Ha
* LUMO energy: 0.417 eV
* net charge: 0
* energy above the lowest of the compared OMol25 structures with the same formula, charge and spin: 295.94 kJ/mol
* SMILES: N[C@H]([SiH3])[C@@H](N)C(=O)O

CARTESIAN COORDINATES (ANGSTROEM)
C  2.34  0.30  0.31
C  1.13  -0.59  0.60
C  -0.17  0.24  0.63
N  -1.54  -0.78  0.07
N  1.15  -1.75  -0.23
O  2.48  1.43  0.78
O  3.14  -0.49  -0.42
Si  -0.36  1.83  -0.44
H  1.10  -0.87  1.68
H  -0.49  0.47  1.62
H  -2.33  -0.24  0.43
H  -1.44  -1.72  0.52
H  0.35  -1.68  -0.85
H  1.21  -2.62  0.29
H  2.55  -1.31  -0.59
H  0.12  1.25  -1.77
H  -1.79  2.23  -0.34
H  0.47  2.75  0.17

Mulliken atomic charge list, values in e, 6 entries: number 1, C, carries 0.402; number 2, C, carries 0.213; number 3, C, carries -0.365; number 4, N, carries -0.792; number 5, N, carries -0.541; number 6, O, carries -0.593

---

Record 6
Here is a cluster of 7 separate species, C18H36O22S5 in total from the Open Molecules 2025 dataset. Energies are from the ωB97M-V functional and the def2-TZVPD basis.

Output
* frontier orbital gap: 0.3647 Eh
* E: -4353.41107 Ha
* LUMO energy: 0.108 eV
* net charge: 0
* energy above the lowest of the compared OMol25 structures with the same formula, charge and spin: 306.77 kJ/mol
* SMILES: O=S1(=O)OCCO1.O=S1(=O)OCCO1.O=S1(=O)OCCO1.O=S1(=O)OCCO1.O=S1(=O)OCCO1.C1CCOC1.C1CCOC1

CARTESIAN COORDINATES (ANGSTROEM)
C  3.91  -3.17  -4.73
C  3.91  -2.90  -3.24
C  2.61  -2.14  -2.93
O  1.81  -2.63  -4.08
C  2.50  -3.59  -4.91
H  4.57  -3.98  -5.06
H  4.04  -2.24  -5.28
H  4.82  -2.38  -2.95
H  3.93  -3.82  -2.65
H  2.65  -1.06  -2.84
H  2.24  -2.59  -2.01
H  2.08  -3.49  -5.92
H  2.34  -4.64  -4.66
C  -1.47  -0.12  -1.31
C  -1.52  -0.29  0.15
C  -0.38  -1.19  0.58
O  0.61  -0.88  -0.43
C  0.03  -0.32  -1.62
H  -1.89  0.84  -1.60
H  -1.95  -0.92  -1.87
H  -2.49  -0.70  0.45
H  -1.42  0.69  0.62
H  -0.63  -2.25  0.59
H  -0.06  -0.87  1.57
H  0.15  -0.95  -2.51
H  0.51  0.65  -1.74
C  -5.13  1.52  4.83
C  -5.53  0.29  5.53
O  -4.80  -0.77  4.86
S  -3.39  -0.27  4.13
O  -3.09  -0.90  2.87
O  -2.34  -0.27  5.20
O  -4.10  1.18  3.90
H  -4.79  2.35  5.45
H  -5.91  1.94  4.19
H  -6.60  0.11  5.46
H  -5.27  0.35  6.58
C  3.61  0.45  0.40
C  2.74  1.72  0.51
O  2.16  1.72  1.85
S  2.97  0.70  2.89
O  2.11  -0.51  3.15
O  3.50  1.44  4.03
O  4.12  0.34  1.75
H  4.40  0.54  -0.35
H  3.01  -0.38  0.02
H  1.91  1.79  -0.19
H  3.36  2.61  0.45
C  -0.23  4.01  4.02
C  -1.25  2.98  3.61
O  -1.19  2.91  2.22
S  -0.76  4.37  1.55
O  -1.96  5.11  1.13
O  0.43  4.33  0.70
O  -0.32  5.00  3.04
H  0.77  3.56  4.02
H  -0.49  4.41  5.00
H  -2.23  3.40  3.87
H  -1.02  1.99  4.02
C  -1.27  3.54  -2.31
C  -1.27  5.03  -2.62
O  0.04  5.48  -2.27
S  1.15  4.36  -2.69
O  2.16  4.14  -1.65
O  1.58  4.56  -4.08
O  0.00  3.11  -2.72
H  -2.03  2.96  -2.83
H  -1.46  3.41  -1.24
H  -1.93  5.71  -2.09
H  -1.55  5.14  -3.66
C  -0.61  -4.44  -1.37
C  -0.13  -5.49  -2.45
O  0.14  -6.72  -1.78
S  0.27  -6.49  -0.15
O  1.60  -6.04  0.20
O  -0.26  -7.66  0.57
O  -0.80  -5.22  -0.20
H  -1.53  -3.91  -1.62
H  0.19  -3.71  -1.23
H  0.83  -5.10  -2.78
H  -0.69  -5.76  -3.34

Mulliken atomic charge list, values in e, 6 entries: number 1, C, carries -0.504; number 2, C, carries -0.735; number 3, C, carries 0.098; number 4, O, carries -0.443; number 5, C, carries -0.474; number 6, H, carries 0.352